[1]
This record from OMol25 describes a cluster of 2 separate species, C5H13O3PS2 in total in a non-equilibrium geometry. The level of theory is ωB97M-V/def2-TZVPD.

```
24
Properties=species:S:1:pos:R:3:forces:R:3
C -1.22782 1.20246 -2.09212 2.8 0.7 0.4
C -2.90519 -0.76265 1.23623 -1.4 0.4 1.5
C 2.13595 2.40204 0.42361 4.3 1.7 -0.6
C 2.33924 -2.69780 1.26244 0.5 0.7 0.4
C 2.62266 -0.16770 0.44595 0.0 -1.2 0.6
O -0.19911 0.28161 0.49448 -1.4 0.7 0.4
O -1.89768 0.28298 -1.27862 -0.5 0.0 1.0
O -2.06946 -1.46916 0.39917 0.0 -1.4 -0.8
P -0.93176 -0.80622 -0.46828 1.2 0.4 -1.3
S 3.10243 1.10583 -0.44830 -0.1 1.1 0.4
S 3.39352 -1.63439 0.24082 -0.6 0.3 0.3
H -0.35754 1.70631 -1.50404 -1.1 -0.9 -0.8
H -1.80222 2.11418 -2.38094 -0.2 -1.4 -0.3
H -0.73273 0.55745 -2.87608 -0.6 1.5 0.0
H -2.86847 -1.28648 2.19555 0.2 0.5 0.2
H -4.00056 -0.76991 0.99488 1.1 0.0 -0.6
H -2.50852 0.24306 1.28121 -0.5 0.4 0.6
H 2.29756 2.40081 1.52167 0.5 0.1 -0.9
H 1.14315 2.26999 0.28712 -3.1 -0.2 -1.0
H 2.59023 3.31174 -0.14139 -1.3 -1.0 1.5
H 2.40413 -3.61340 0.74361 -0.3 -1.3 -0.3
H 1.33070 -2.33573 1.35753 -0.4 0.2 -0.6
H 2.68563 -2.79374 2.27996 0.6 -0.1 0.2
H 0.69349 0.27818 0.87474 0.5 -1.0 -0.4
```
Positions in Å, forces in eV/Å.

Properties
- gap between HOMO and LUMO (eV) = 8.7
- charge = 0
- highest occupied orbital energy (eV) = -8.6
- E_LUMO (eV) = 0.064

=====

[2]
This record from OMol25 describes a cluster of 2 separate species, C5H13OP in total in a non-equilibrium geometry. The level of theory is ωB97M-V/def2-TZVPD.

```
20
Properties=species:S:1:pos:R:3:forces:R:3
C -1.54289 1.18896 -0.43221 0.6 0.3 2.6
C 0.08160 0.57233 1.32833 0.1 -1.5 -0.3
C 1.89623 1.08113 -1.62386 -2.1 -1.5 -1.1
C -0.55187 -4.17613 2.21414 -1.2 0.8 0.4
C -0.59208 0.10700 0.00051 2.4 -0.6 0.2
O -0.92881 -3.21438 2.86064 0.8 -1.5 -0.8
P 0.77313 -0.47390 -1.25846 1.2 1.1 1.7
H -1.79738 1.08571 -1.43136 -0.9 0.0 -1.8
H -2.37083 1.02047 0.28135 -0.2 0.7 -0.7
H -1.07271 2.18020 -0.22106 -0.5 -0.6 -0.4
H 0.73677 -0.16532 1.82370 0.9 0.4 -1.0
H -0.60738 0.50124 2.11416 -2.0 0.5 1.0
H 0.40936 1.60720 1.32062 0.6 -0.1 -0.2
H 2.51052 0.88676 -2.49328 0.5 -0.5 0.2
H 2.42335 1.40178 -0.79012 1.2 0.4 1.4
H 1.27702 1.86961 -1.99291 -0.7 0.7 0.2
H -0.05105 -4.13661 1.25420 0.6 0.8 -0.5
H -0.79027 -5.22948 2.41565 -0.2 0.0 0.9
H -1.10581 -0.86376 0.18298 0.1 0.6 -0.1
H 0.07440 -0.21932 -2.37390 -1.2 0.0 -1.6
```
Positions in Å, forces in eV/Å.

Properties
- SMILES string = CPC(C)C.C=O
- gap between HOMO and LUMO (eV) = 9.4
- charge = 0
- highest occupied orbital energy (eV) = -8.7
- E_LUMO (eV) = 0.687

=====

[3]
This record from OMol25 describes a cluster of 2 separate species, C5H13P in total in a non-equilibrium geometry. The level of theory is ωB97M-V/def2-TZVPD.

```
19
Properties=species:S:1:pos:R:3:forces:R:3
C 1.93763 0.97808 -0.11457 0.2 -0.8 0.2
C 0.20628 0.17116 2.05886 -0.3 0.0 1.2
C -1.70786 -0.26030 -1.54838 2.5 -1.9 3.7
C 0.15917 -1.00646 1.07086 -0.3 0.8 -1.1
C -0.68974 0.83147 -1.08398 0.6 -1.9 -1.4
P 0.74426 -0.17760 -0.52188 0.2 -0.4 0.1
H 2.25716 1.68654 -0.83903 -0.1 0.6 -0.7
H 2.73841 0.75098 0.56963 0.1 -0.2 0.3
H -0.38950 1.05554 1.61896 1.2 -1.2 1.3
H -0.09961 -0.12890 3.07627 -1.0 0.1 -0.5
H 1.25182 0.39266 2.36405 -0.5 0.5 -1.1
H -2.09079 -0.75821 -0.58478 0.0 0.9 -1.5
H -2.44125 0.17744 -2.06722 -3.1 1.2 -2.0
H -1.25053 -1.13552 -2.06803 -0.1 1.1 0.0
H -0.93079 -1.37732 0.85106 2.4 0.3 0.7
H 0.92886 -1.78285 1.29850 -1.1 0.3 -0.1
H -1.02136 1.48627 -0.29988 -0.4 0.1 0.3
H -0.31747 1.44506 -1.92134 -0.2 -0.2 0.2
H 0.71531 -2.34803 -1.85912 0.0 0.8 0.5
```
Positions in Å, forces in eV/Å.

Properties
- gap between HOMO and LUMO (alpha / beta) (eV) = 7.3 / 8.1
- charge = 0
- highest occupied orbital energy (alpha / beta) (eV) = -7.3 / -8.1
- E_LUMO (alpha / beta) (eV) = -0.051 / -0.080

=====

[4]
This record from OMol25 describes the ion C5H13P2 with charge +1 in a non-equilibrium geometry. The level of theory is ωB97M-V/def2-TZVPD.

```
20
Properties=species:S:1:pos:R:3:forces:R:3
C 1.61277 0.80294 0.72952 0.6 0.7 3.9
C 1.16571 1.85705 -0.20742 1.2 2.9 -0.8
C 0.99938 -0.58067 0.40561 4.0 0.4 -1.3
C -1.05062 -1.19042 -2.07170 2.6 0.5 4.6
C -1.66445 -1.18365 1.19627 -2.3 -0.2 -0.5
P -0.66428 1.82792 -0.59582 1.0 -0.7 -1.9
P -0.70835 -0.33775 -0.10499 -0.1 -1.3 -3.1
H 2.74000 0.90577 0.88398 -1.2 -1.0 -0.8
H 1.32139 1.02599 1.82650 -0.1 0.1 -1.6
H 1.48962 2.89642 0.14511 -1.0 -1.1 0.2
H 1.84425 1.94474 -1.10964 -1.3 -1.0 0.2
H 1.74907 -0.81994 -0.43571 -1.8 -0.6 0.7
H 1.28553 -1.21883 1.25774 -0.9 -0.2 -0.5
H -1.56963 -2.02633 -1.74323 -0.5 -2.1 0.2
H -0.03066 -1.35493 -2.41706 -0.4 0.0 -0.3
H -1.71790 -0.61065 -2.57858 -1.2 2.1 -1.5
H -1.69133 -2.33073 0.91673 0.1 2.3 0.7
H -2.81115 -0.76301 1.19838 3.0 -1.1 0.3
H -1.07196 -0.97298 2.13307 -1.1 -0.4 -0.8
H -1.22740 2.12905 0.57124 -0.5 0.7 2.1
```
Positions in Å, forces in eV/Å.

Properties
- gap between HOMO and LUMO (eV) = 10.7
- charge = +1
- highest occupied orbital energy (eV) = -14.0
- E_LUMO (eV) = -3.270

=====

[5]
This record from OMol25 describes a cluster of 2 separate species, C5H13PS in total in a non-equilibrium geometry. The level of theory is ωB97M-V/def2-TZVPD.

```
20
Properties=species:S:1:pos:R:3:forces:R:3
C 0.10563 1.79426 -0.33330 -1.1 1.4 0.3
C -2.30805 -0.91088 -1.14343 0.1 0.2 0.6
C 1.64883 -0.28583 1.15447 2.5 -0.2 -0.4
C -0.94190 -1.11513 -0.61124 2.4 1.0 -1.4
C 1.86524 -0.27744 -0.36142 -1.4 -0.5 -0.6
P 0.35362 0.24673 -1.33564 -1.2 -1.2 3.1
S -0.02307 2.90569 2.16019 1.1 -2.3 -0.5
H -0.83055 2.40369 -0.21974 0.9 -1.0 -0.7
H 0.96372 2.42964 -0.56136 -0.2 0.1 0.3
H -2.33133 -1.61929 -1.91812 -1.2 -0.8 -1.2
H -3.00565 -1.09311 -0.33509 -0.6 -0.1 -0.3
H -2.41570 0.07413 -1.54695 -0.5 0.6 -0.2
H 1.39962 0.66564 1.66673 0.0 -0.8 -0.9
H 0.94919 -1.06527 1.32518 -0.6 -0.5 0.8
H 2.65351 -0.60826 1.52603 -0.9 0.1 0.3
H -0.58686 -2.11668 -0.85514 0.4 0.1 -0.6
H -0.91451 -1.17305 0.42664 0.2 0.7 2.0
H 2.32731 -1.17460 -0.80838 -0.8 -0.3 0.6
H 2.56091 0.40010 -0.71173 1.7 2.1 -0.2
H 0.70012 1.95164 2.93074 -1.0 1.3 -0.9
```
Positions in Å, forces in eV/Å.

Properties
- gap between HOMO and LUMO (alpha / beta) (eV) = 7.1 / 6.8
- charge = 0
- highest occupied orbital energy (alpha / beta) (eV) = -8.5 / -8.4
- E_LUMO (alpha / beta) (eV) = -1.445 / -1.552

=====

[6]
This record from OMol25 describes a cluster of 2 separate species, C5H14 in total. The level of theory is ωB97M-V/def2-TZVPD.

```
19
Properties=species:S:1:pos:R:3:forces:R:3
C 0.45804 1.41158 -0.43991 0.2 0.4 -0.7
C 0.18172 0.96327 -1.87153 -0.5 -0.5 -0.2
C 1.07021 2.81948 -0.36006 -0.5 0.1 0.5
H -0.48308 1.41241 0.10081 -0.1 -0.1 0.3
H 1.10938 0.68026 0.03196 0.0 -0.1 0.1
H 1.08547 0.69392 -2.42150 0.1 0.1 0.1
H 0.28621 3.55258 -0.16829 -0.2 0.1 0.0
H -0.36054 1.70816 -2.46259 0.1 0.2 0.1
H -0.46571 0.06421 -1.88424 0.2 0.2 0.1
H 1.74641 2.89181 0.49891 0.2 0.1 -0.3
H 1.51921 3.18262 -1.27829 0.5 -0.3 -0.1
C -1.09692 -1.95361 1.79898 0.4 -0.3 0.4
C -0.58887 -3.04944 0.83484 0.3 0.4 0.8
H -0.45100 -1.89516 2.68034 0.2 0.1 -0.1
H -1.09808 -0.96972 1.33158 -0.1 -0.1 0.0
H -2.06652 -2.17710 2.23311 -0.4 0.1 -0.3
H -0.62562 -2.68403 -0.18375 -0.2 -0.3 -0.3
H -1.12658 -3.98685 0.97921 -0.1 0.0 -0.3
H 0.45916 -3.26506 1.06852 0.0 0.0 -0.2
```
Positions in Å, forces in eV/Å.

Properties
- gap between HOMO and LUMO (alpha / beta) (eV) = 2.7 / 12.0
- charge = -1
- multiplicity = 2
- highest occupied orbital energy (alpha / beta) (eV) = 1.5 / -7.7
- E_LUMO (alpha / beta) (eV) = 4.250 / 4.309
- <S²> = 0.7504

=====

Quick rundown of energy relative to the best compared isomer or geometry (same formula, charge and spin), same order as above: 0.0 55.7 109.7 8.7 118.4 5.4 kcal per mole
Quick rundown of total energy, same order as above: -42495.909 -16729.855 -14679.346 -23964.911 -25515.789 -5410.274 eV
Quick rundown of molecular weight, same order as above: 216.26 120.13 104.13 135.11 136.20 74.17 g mol⁻¹